# 1
C10H21N3NiP as an isolated structure at a distorted geometry, computed with the ωB97M-V functional and the def2-TZVPD basis.

Last column: Löwdin charge in e.
Atoms and positions in Å:
Ni: -0.68612 -0.75927 -0.15985  0.115
P: 0.33604 2.17485 -0.20222  0.875
N: -2.00091 -0.56322 2.67273  -0.139
N: -0.01193 -0.65443 3.93032  -0.141
N: 0.01598 -0.58831 1.58062  0.077
C: -0.41851 0.27099 -1.89998  -0.273
C: -0.92500 -1.02393 -2.09723  -0.224
C: 0.95741 -1.55366 -0.76602  -0.174
C: -0.13198 -2.04153 -1.48220  -0.323
C: -2.58679 -0.63458 1.33281  -0.092
C: -0.68202 -1.21297 5.10172  -0.229
C: -2.79888 0.06342 3.70914  -0.229
C: 1.45350 -0.60016 4.01379  -0.156
C: 0.56319 0.48550 -0.89301  -0.590
C: -0.64737 -0.58940 2.73230  -0.418
H: -0.82245 1.15453 -2.39832  0.071
H: 1.04276 -0.58130 1.76606  0.077
H: -1.17910 -0.42739 5.68342  0.028
H: -0.91467 2.33405 0.43992  -0.065
H: 1.33617 2.66314 0.65454  -0.076
H: 0.22470 3.09331 -1.26348  -0.089
H: -3.66225 0.53368 3.22498  0.065
H: 1.72108 -0.67411 5.06978  0.059
H: -2.52905 0.33413 0.80333  0.081
H: -3.63242 -0.93531 1.41731  0.087
H: 1.93631 -1.44518 3.49848  0.083
H: -3.17224 -0.67398 4.43114  0.042
H: -1.40197 -1.99538 4.81844  0.071
H: -2.07624 -1.45155 0.76849  0.072
H: -0.35531 -3.11213 -1.57205  0.078
H: 0.07404 -1.66012 5.74944  0.057
H: -2.23606 0.83177 4.25759  0.044
H: 1.61650 0.23304 -1.04444  0.050
H: -1.77781 -1.21496 -2.74674  0.093
H: 1.84905 0.35024 3.62733  0.068
H: 1.62944 -2.24057 -0.22152  0.024

molar mass = 272.97 g/mol
multiplicity = 3
ΔE to the lowest compared entry with this formula, charge and spin = 5.2127 eV
charge = -1
HOMO-LUMO gap (spin up / spin down) = 2.66 / 4.57 eV
energy = -2407.16706 a.u.

---

# 2
A 10-piece molecular cluster, C30H45Cl6FO21 overall at a distorted geometry, computed with the ωB97M-V functional and the def2-TZVPD basis.

Last column: Löwdin charge in e.
Atoms and positions in Å:
Cl: 0.49470 -1.48277 -0.93910  0.594
Cl: -0.07599 -0.35951 -4.99804  0.553
Cl: -5.57020 1.23702 -2.89516  0.564
Cl: -4.18791 3.70407 -2.59304  0.537
Cl: -0.28733 0.70906 0.75982  0.647
Cl: 2.17444 0.93660 -3.74592  0.598
F: -1.30571 2.85845 -0.83892  0.024
O: 1.21140 6.10097 0.55165  0.178
O: -0.06291 3.06920 6.09961  0.093
O: 1.25117 -1.51211 4.29703  0.101
O: 3.33398 -0.87487 3.59363  0.084
O: 3.61096 4.99749 -3.79430  0.086
O: 1.63696 -1.62266 2.17083  0.010
O: 0.30537 4.13204 0.09913  0.167
O: 5.09630 -4.39725 2.14294  0.088
O: -0.93587 5.93010 0.31917  0.096
O: -2.44806 -5.07663 -1.99742  0.076
O: 3.54309 -5.48170 3.11794  0.167
O: -3.15139 -4.10139 -3.79603  0.081
O: -4.80539 -1.39550 -0.10872  0.036
O: 4.25671 3.58224 -2.23320  0.083
O: -4.71957 -5.06583 -2.47422  0.084
O: -3.03580 -0.14704 -0.16392  -0.020
O: 3.39090 -4.95667 0.91574  0.059
O: -0.97994 5.09063 5.72236  0.125
O: 0.23513 3.91884 4.10306  0.071
O: -3.70504 -1.29385 -2.08191  0.126
O: 5.76803 4.19527 -3.80341  0.155
C: 2.17868 -1.35738 3.38853  -0.518
C: -5.49975 -1.50156 1.97954  -0.025
C: 3.99361 -5.09832 2.09840  -0.637
C: 0.12950 0.26106 -0.97602  -0.867
C: -1.73273 -3.88854 -3.91933  -0.033
C: 1.93068 2.50928 3.29558  0.008
C: 3.44857 -3.76150 -1.00494  -0.039
C: 0.55584 2.12718 5.41597  -0.164
C: -3.66302 0.16536 1.09237  -0.081
C: -1.30068 -4.53653 -2.59442  -0.349
C: -0.27799 4.14792 5.34852  -0.485
C: 2.88768 3.86360 -1.99533  -0.160
C: 2.53529 4.97649 -2.87566  -0.309
C: 1.42619 0.44637 -5.27597  -1.006
C: -4.03654 2.04538 -3.17858  -1.017
C: 1.14671 4.69428 -3.53843  0.007
C: 0.42040 -2.29368 2.31019  -0.180
C: -5.09374 -0.49353 0.95778  -0.300
C: -1.06867 3.74125 0.15614  -0.313
C: 0.29371 5.37192 0.34350  -0.638
C: -3.53586 -4.71748 -2.73757  -0.540
C: 5.17084 -3.56597 0.99935  -0.058
C: -1.05335 -2.43048 4.53982  0.018
C: 4.36014 -4.42328 -0.04186  -0.276
C: -3.84956 -0.90372 -0.94591  -0.544
C: -0.37379 -5.71206 -2.80520  -0.027
C: -1.87860 5.00406 0.00846  -0.110
C: 0.36696 -2.50021 3.77806  -0.273
C: 4.66373 4.23712 -3.32906  -0.524
C: 0.56081 2.57237 3.96206  -0.332
H: -5.60233 -0.86907 2.86132  0.089
H: 2.01484 -0.31721 -5.78444  0.033
H: -1.62781 -2.80612 -3.84541  0.109
H: -0.90205 -3.80079 -1.89594  0.108
H: -3.95268 1.20213 1.26356  0.129
H: -0.79147 -6.55639 -3.35359  0.098
H: -0.25048 2.19541 3.33932  0.127
H: -6.53131 -1.79216 1.78071  0.094
H: -5.79350 0.27490 0.62922  0.154
H: -2.28554 5.29898 -0.95876  0.119
H: -2.72313 5.00074 0.69756  0.146
H: 1.77345 3.11820 2.40531  0.076
H: 0.40038 4.53757 -2.75962  0.059
H: 4.24294 -3.57484 -1.72759  0.092
H: -0.59017 0.41437 -1.78018  0.025
H: 1.51087 2.01205 5.92857  0.152
H: 2.55307 5.84343 -2.21520  0.159
H: 0.58562 -5.50709 -3.28018  0.082
H: 4.89062 -5.24334 -0.52580  0.156
H: -3.19886 1.61405 -2.63055  0.008
H: -1.31902 3.30398 1.12269  0.142
H: 2.73054 2.83121 3.96243  0.103
H: -3.85229 1.79719 -4.22384  0.039
H: 4.63884 -2.63255 1.18324  0.131
H: -4.86576 -2.38387 2.06724  0.105
H: 0.42414 -3.17712 1.67174  0.135
H: 2.28131 2.96401 -2.10094  0.070
H: 0.97961 3.80154 -4.14108  0.072
H: 1.23770 1.37221 -5.81947  0.032
H: 6.12584 -3.26209 0.57072  0.136
H: 2.18739 1.51540 2.92896  0.069
H: -1.69213 -1.57201 4.33230  0.067
H: -0.39863 -1.67433 1.94454  0.070
H: -1.33134 -4.44920 -4.76351  0.139
H: -0.80316 -2.45217 5.60050  0.078
H: 0.82392 -3.47190 3.96545  0.158
H: 2.70164 -4.44945 -1.40109  0.088
H: -0.13805 -5.98724 -1.77719  0.086
H: -3.08056 -0.31827 1.87655  0.116
H: 2.76536 4.18213 -0.96011  0.129
H: -0.03926 1.21575 5.47310  0.137
H: 3.00963 -2.80774 -0.71207  0.053
H: 1.08521 0.66080 -1.31504  -0.026
H: -1.60267 -3.34765 4.32734  0.078
H: 0.66572 5.62270 -3.84630  0.084

SMILES = O=C1OC[C@@H](F)O1.C[C@H]1COC(=O)O1.C[C@H]1COC(=O)O1.C[C@H]1COC(=O)O1.C[C@H]1COC(=O)O1.C[C@H]1COC(=O)O1.C[C@H]1COC(=O)O1.ClCCl.ClCCl.ClCCl
molar mass = 973.39 g/mol
ΔE to the lowest compared entry with this formula, charge and spin = 0.5008 eV
charge = 0
HOMO-LUMO gap = 10.23 eV
energy = -5611.11241 a.u.

---

# 3
C39H42BaBrF4NO4PSi as an isolated structure at a distorted geometry, computed with the ωB97M-V functional and the def2-TZVPD basis.

Last column: Löwdin charge in e.
Atoms and positions in Å:
Ba: 0.55641 -0.80886 -0.00853  1.984
Br: -2.74615 -1.38710 -1.32216  0.890
P: -2.35767 1.30546 0.60400  1.058
Si: 3.85336 -2.25751 1.07723  0.324
F: -4.67205 -0.78299 -3.52609  0.097
F: -6.15876 3.43600 -2.20319  0.156
F: -6.21626 1.35506 -3.92634  0.159
F: -4.54592 3.39389 -0.09663  0.120
O: -0.43932 -2.99804 0.32327  -0.490
O: 1.77044 0.44935 -1.80254  -0.284
O: 0.74527 -2.48823 -2.21611  -0.322
O: -0.30398 -1.18297 2.38524  -0.447
N: 3.06708 -1.03074 0.16053  -0.294
C: -1.88422 3.03457 0.84252  -0.382
C: -3.12902 0.50216 4.51877  -0.077
C: 3.19744 0.49464 -1.77643  -0.209
C: 0.47044 3.59588 -3.17029  -0.062
C: -0.92990 5.63086 1.16563  -0.062
C: -1.08136 -3.36606 1.56358  -0.153
C: 2.48396 -3.33960 1.79610  -0.159
C: 1.32566 2.71993 -2.52090  -0.035
C: -3.72249 0.21816 -1.59498  -0.567
C: -2.53550 3.92172 1.70092  -0.096
C: -4.50048 2.35354 -0.92574  -0.193
C: -4.90754 -0.50305 3.25638  -0.067
C: 5.91539 0.61007 -1.66024  -0.085
C: 0.85699 -3.75826 -1.58343  -0.206
C: -4.28560 -0.27059 4.47313  -0.070
C: 4.84070 -1.65278 2.53487  -0.173
C: -3.21943 0.80503 2.12257  -0.387
C: -2.59848 1.03143 3.35207  -0.116
C: 4.94416 -3.35519 0.04832  -0.161
C: 0.30637 -0.92230 3.65654  -0.054
C: -0.15114 0.88308 -3.10622  -0.030
C: 5.27052 1.19245 -2.73918  -0.089
C: 3.88324 1.13033 -2.78642  -0.040
C: -5.39578 1.33341 -2.88903  -0.129
C: -2.05774 5.20933 1.86493  -0.059
C: -0.75299 3.46229 0.15811  -0.096
C: -1.00572 1.78732 -3.73588  -0.061
C: 1.79694 -2.32423 -3.18365  -0.047
C: 3.79676 -0.22709 -0.71107  -0.337
C: 5.19781 -0.06924 -0.68812  -0.050
C: -4.57999 0.23057 -2.67108  -0.271
C: -3.63619 1.29371 -0.70213  -0.317
C: 0.99969 1.37081 -2.51052  -0.307
C: -0.69684 3.13640 -3.77462  -0.067
C: -0.27929 4.76023 0.30569  -0.065
C: -4.37545 0.02967 2.08708  -0.092
C: -1.40185 -2.11262 2.37616  -0.172
C: -5.36393 2.39487 -2.01090  -0.129
C: -0.32560 -4.03125 -0.68283  -0.161
H: 0.81620 -1.81263 4.02742  0.100
H: -1.35493 3.83168 -4.27783  0.110
H: -0.23740 2.78513 -0.51308  0.071
H: 0.71314 4.65060 -3.19580  0.116
H: -1.63905 -2.41938 3.39686  0.145
H: -1.90645 1.41886 -4.21121  0.110
H: -2.01894 -3.88459 1.34532  0.143
H: 4.34657 -3.84612 -0.72742  0.023
H: 1.72144 -3.11344 -3.93310  0.104
H: 5.80669 -1.22238 2.26480  0.027
H: -2.56817 5.89158 2.53193  0.112
H: 1.65348 -1.35443 -3.64885  0.087
H: 2.76911 -2.35470 -2.68646  0.102
H: 4.28130 -0.87894 3.07015  0.029
H: -1.69577 1.63009 3.40941  0.116
H: 0.88741 -4.56015 -2.32925  0.145
H: -0.40810 -4.03964 2.09707  0.132
H: -4.87631 -0.15949 1.14396  0.105
H: -0.38524 -0.17514 -3.08445  0.089
H: 2.22336 3.06963 -2.03103  0.133
H: 5.74776 -0.51998 0.12893  0.083
H: 1.57190 -2.77964 2.01427  -0.021
H: 6.99262 0.66882 -1.57191  0.107
H: -5.81389 -1.09278 3.21099  0.111
H: 1.03699 -0.13072 3.50240  0.103
H: 5.75288 -2.82068 -0.45012  0.029
H: 2.81863 -3.77567 2.74122  0.045
H: -0.45119 -0.58270 4.36345  0.083
H: 5.82441 1.69343 -3.52050  0.103
H: -2.26949 -1.59620 1.96731  0.093
H: -4.70392 -0.67819 5.38405  0.110
H: -3.42232 3.60170 2.23381  0.111
H: -2.64678 0.69849 5.46800  0.112
H: 3.35136 1.58222 -3.61259  0.119
H: -0.56152 6.64002 1.29652  0.111
H: -0.15579 -4.99210 -0.19003  0.144
H: -1.26177 -4.07991 -1.24340  0.122
H: 0.59860 5.08400 -0.23850  0.106
H: 1.79095 -3.79652 -1.01129  0.111
H: 5.03495 -2.47205 3.23274  0.033
H: 5.39917 -4.14015 0.65941  0.040
H: 2.21611 -4.17142 1.13837  0.029

molar mass = 941.05 g/mol
ΔE to the lowest compared entry with this formula, charge and spin = 0.3270 eV
charge = +1
HOMO-LUMO gap = 6.97 eV
energy = -5496.73595 a.u.